Below is C27H78F3FeN16O15 as an isolated structure at a distorted geometry, with properties calculated with ωB97M-V with the def2-TZVPD basis set.

Summary:
2S+1	6
total charge	+2
⟨S²⟩	8.7668
orbital gap (spin up / spin down)	0.2673 / 0.1624	Ha
energy above the lowest of the compared OMol25 structures with the same formula, charge and spin	0.0	kcal per mole

Geometry (Å):
Fe  -3.0189  -1.2068  -2.5567
C  -0.6661  0.8461  -1.4675
O  -0.6898  0.2200  -0.2030
O  -1.5959  0.2215  -2.3161
C  -0.9467  2.3418  -1.2133
F  -1.9072  2.5702  -0.3299
F  0.1528  3.0604  -0.9537
F  -1.3824  2.8862  -2.3901
C  0.5834  -0.4058  0.1073
C  0.1858  -1.3977  1.1860
H  -0.6131  -2.0472  0.8402
H  1.0311  -1.9834  1.5490
H  -0.1430  -0.9297  2.1159
H  1.2112  0.4231  0.4395
H  1.0614  -0.9396  -0.7160
H  0.3466  0.7711  -1.8707
C  -0.2535  -5.1737  2.8249
O  0.5042  -5.4441  1.8982
N  -0.1331  -4.0301  3.5684
N  -1.3269  -5.8868  3.2393
H  0.7215  -3.5096  3.4705
H  -0.7748  -3.8201  4.3186
H  -1.7369  -6.6037  2.6674
H  -1.7739  -5.5579  4.0730
C  -0.9689  1.6316  -6.6859
O  -0.5720  0.8357  -7.5277
N  -0.4684  1.6885  -5.4334
N  -1.9732  2.5100  -6.9481
H  -0.8631  2.3714  -4.8109
H  0.0921  0.9268  -5.0829
H  -2.2251  2.6447  -7.9117
H  -2.4525  3.0467  -6.2488
C  5.2053  0.1619  -0.0463
O  5.6682  -0.4636  0.9107
N  5.8370  0.0907  -1.2738
N  4.1962  1.0254  0.0261
H  5.6198  0.8845  -1.8597
H  6.7360  -0.3417  -1.3796
H  3.7178  1.2959  0.8678
H  4.3091  1.7162  -0.7063
C  -3.8514  -0.9113  0.5298
O  -3.6199  -0.8519  -0.7061
N  -5.0718  -1.0590  1.0349
N  -2.8761  -0.7137  1.4319
H  -5.8917  -1.2170  0.4736
H  -5.2462  -0.8602  2.0049
H  -3.0892  -0.7980  2.4089
H  -2.0407  -0.2906  1.0552
C  2.8772  -1.2440  -3.8431
O  1.6488  -1.0887  -3.9996
N  3.7545  -1.3186  -4.8782
N  3.4745  -1.2957  -2.6614
H  3.2866  -1.2252  -5.7666
H  4.7323  -1.1399  -4.7543
H  4.4098  -1.6209  -2.5092
H  2.7981  -1.1029  -1.9381
C  3.0449  3.6939  -3.2775
O  3.6341  3.0876  -2.3818
N  3.6292  4.6147  -4.0780
N  1.7424  3.4833  -3.5623
H  4.5978  4.8710  -4.0797
H  2.9236  5.1500  -4.5502
H  1.3014  3.9248  -4.3465
H  1.2348  3.0050  -2.8425
C  -2.3875  -1.9533  -5.5351
O  -2.3029  -1.5586  -4.3321
N  -1.6268  -2.8839  -6.0931
N  -3.3467  -1.4777  -6.3457
H  -0.8988  -3.3842  -5.6083
H  -1.6092  -2.9665  -7.0962
H  -3.8410  -0.6711  -6.0032
H  -3.6675  -1.9610  -7.1657
C  -0.8991  -3.2975  -1.3898
O  -1.8526  -2.5759  -1.7445
N  -1.0376  -4.2792  -0.4727
N  0.2978  -3.2984  -1.9943
H  -1.9003  -4.2748  0.0457
H  -0.2105  -4.6680  -0.0330
H  0.7950  -4.1262  -1.6631
H  0.5798  -2.6920  -2.7526
C  -2.3776  4.3925  3.3138
C  -2.7739  2.9474  3.5944
C  -4.2579  2.6561  3.3942
O  -2.0530  2.0477  2.7075
H  -2.8025  5.0789  4.0468
H  -2.8107  4.6006  2.3318
H  -1.3100  4.6067  3.3075
H  -2.5647  2.6808  4.6311
H  -4.7305  3.1820  2.5567
H  -4.8795  3.0839  4.1856
H  -4.4558  1.5924  3.2731
H  -2.1978  2.4615  1.8490
C  -1.1959  -2.3035  7.2782
C  -2.2252  -2.2541  6.1626
C  -2.0828  -1.0852  5.1746
O  -2.4164  -3.4887  5.4887
H  -1.6601  -2.9499  8.0252
H  -0.9374  -1.3303  7.6873
H  -0.2869  -2.7727  6.8947
H  -3.1930  -1.9851  6.6047
H  -1.3031  -1.2652  4.4324
H  -1.9840  -0.1573  5.7336
H  -3.0426  -1.0092  4.6556
H  -2.4086  -4.1484  6.1951
C  1.9312  -0.0109  4.1769
C  1.2085  1.2592  3.7323
C  0.6596  2.1113  4.8870
O  2.1163  1.9431  2.8762
H  1.7123  -0.4059  5.1693
H  3.0198  0.0300  4.1431
H  1.6623  -0.7741  3.4420
H  0.2910  1.0433  3.1745
H  0.2007  3.0163  4.4815
H  1.4258  2.4102  5.6039
H  -0.1321  1.6093  5.4446
H  1.7817  2.8319  2.7136
C  -2.4716  5.8697  -0.6957
C  -1.0044  6.1711  -0.3715
C  0.0352  6.0165  -1.4758
O  -0.9338  7.4753  0.1449
H  -2.9934  6.5837  -1.3376
H  -2.9891  6.0990  0.2424
H  -2.7897  4.8558  -0.9336
H  -0.6474  5.4391  0.3578
H  -0.1441  5.1826  -2.1573
H  1.0629  5.8653  -1.1382
H  0.1682  6.8609  -2.1599
H  -1.1582  8.0780  -0.5717
C  3.4317  -3.5462  -0.1101
C  3.4975  -4.6024  -1.2077
C  4.4077  -5.8322  -0.8715
O  2.2014  -5.2529  -1.2648
H  2.4437  -3.0902  -0.0514
H  4.2420  -2.8230  -0.2404
H  3.6474  -3.9160  0.8942
H  3.7537  -4.3243  -2.2290
H  5.4281  -5.5058  -1.0839
H  4.0930  -6.6656  -1.4951
H  4.3879  -6.1533  0.1708
H  2.2143  -5.8831  -0.5355

Force components x, y, z for each atom (eV/Å):
Fe 3.663 0.989 1.739
C -0.520 -1.257 1.199
O 0.550 0.183 -1.453
O -0.670 0.483 -0.234
C -0.681 0.944 -2.308
F 0.347 -0.191 0.396
F -0.186 -0.985 1.047
F -0.272 -0.245 -0.077
C -0.636 0.023 1.529
C 0.890 -0.006 0.770
H 0.169 -0.125 -0.054
H 0.098 -0.247 -0.494
H -0.266 0.417 -0.243
H 0.414 -0.413 0.209
H -0.441 0.186 -0.371
H -0.025 0.002 -0.449
C 0.105 0.883 0.294
O -0.369 -0.128 -0.225
N 0.609 0.209 -0.309
N -0.116 -0.452 -0.327
H -0.023 -0.053 0.129
H 0.055 0.089 0.020
H 0.161 -0.107 0.183
H -0.455 -0.269 -0.075
C 0.131 -0.935 -0.903
O -0.056 0.135 0.238
N -0.039 0.287 0.747
N -0.486 0.411 -0.252
H 0.203 -0.233 0.314
H 0.060 0.086 -0.048
H -0.036 -0.068 0.051
H 0.167 0.101 -0.022
C 3.172 -1.564 2.386
O -0.995 -0.223 -0.618
N -1.188 0.610 -0.786
N -1.037 1.132 -1.666
H 0.400 -0.279 -0.450
H 0.108 0.141 0.530
H 0.441 -0.192 0.362
H -1.058 0.444 0.257
C 0.551 0.842 0.998
O -0.727 -0.191 -1.053
N -1.079 -0.375 -0.005
N -0.661 -0.417 -1.289
H 0.226 -0.021 -0.224
H 0.070 -0.065 0.018
H 0.376 0.292 0.153
H 0.303 0.016 0.375
C 0.341 0.436 -1.273
O 0.382 -0.319 0.334
N -1.294 -0.280 -0.664
N -1.354 0.017 1.178
H 0.633 0.061 -0.196
H 0.032 0.069 -0.199
H 0.039 0.258 0.311
H 0.860 -0.230 0.608
C 1.721 -0.372 0.778
O -0.268 -0.045 -0.159
N -1.045 0.076 -0.406
N -0.419 -0.292 0.183
H -0.035 -0.057 0.257
H 0.792 0.619 -0.488
H -0.281 -0.134 0.094
H -0.225 0.096 -0.271
C -0.977 -0.294 -0.827
O -0.279 -0.108 -0.042
N 0.783 -0.381 0.335
N -0.158 0.633 0.876
H -0.075 0.257 0.292
H -0.026 0.075 -0.009
H -0.192 -0.042 -0.349
H 0.139 0.140 -0.121
C 1.064 -1.023 -1.208
O -1.278 0.368 0.121
N -0.559 0.684 0.095
N -0.822 -0.287 1.000
H 0.115 -0.148 0.134
H -0.142 -0.165 0.299
H 1.337 0.327 -0.797
H -0.015 0.124 -0.025
C -0.591 -0.181 -0.056
C -0.181 -0.454 -0.031
C -0.876 1.119 0.014
O -0.031 0.553 0.446
H -0.249 -0.050 -0.087
H 0.193 0.499 -0.054
H 0.072 -0.422 -0.071
H 0.538 -0.249 -0.144
H 0.585 -0.164 -0.542
H 0.244 -0.423 0.482
H 0.091 -0.027 0.250
H 0.238 -0.255 -0.200
C -0.169 -0.861 -0.749
C -1.113 2.211 0.238
C -0.270 -1.035 -0.223
O 0.629 -0.329 0.051
H 0.519 0.109 0.425
H -0.242 0.000 0.060
H 0.119 -0.005 0.185
H 0.024 -0.335 0.456
H 0.250 0.359 0.104
H 0.399 -0.004 -0.113
H 0.038 0.017 -0.210
H -0.159 -0.149 -0.178
C -0.094 -0.752 -0.551
C -0.464 0.103 1.060
C 0.546 0.407 -0.082
O 0.039 0.297 -0.121
H -0.489 0.302 0.013
H -0.021 0.591 -0.137
H 0.152 -0.286 0.199
H 0.165 -0.461 -0.280
H 0.050 0.072 -0.022
H 0.102 -0.020 -0.064
H 0.076 -0.298 -0.150
H -0.005 0.008 0.024
C -0.780 0.412 1.026
C 0.349 -0.441 -1.211
C 0.566 -0.163 -1.520
O 0.150 0.097 0.711
H 0.597 -0.069 -0.616
H 0.049 -0.220 0.195
H 0.485 -0.059 -0.340
H -0.390 0.408 0.644
H -0.306 -0.123 0.202
H -0.180 -0.055 0.612
H -0.616 0.359 0.222
H 0.041 0.070 0.038
C 1.070 0.363 -0.215
C -0.294 -2.798 1.626
C 0.686 1.549 -0.313
O -0.873 0.392 -0.302
H 0.118 0.279 -0.326
H -0.309 0.399 -0.108
H -0.186 -0.591 -0.156
H -0.253 0.649 0.159
H 0.187 -0.557 -0.025
H 0.321 0.054 -0.205
H -0.296 0.269 0.086
H -0.296 -0.035 0.001